Density functional theory data (ωB97M-V/def2-TZVPD) for 6 unconnected molecules or ions with the total composition C29H74BrN5O5.

XYZ file:
```
114
Properties=species:S:1:pos:R:3:forces:R:3:mulliken_charge:R:1
C 1.989 -0.090 -2.881 -1.01 -0.61 -2.63 -0.6732
H -2.494 5.864 -2.263 -0.03 -0.04 0.14 0.3841
C -4.976 -3.471 -0.157 -2.01 0.20 -0.20 -0.5223
Br -0.623 0.163 0.020 -0.28 0.01 -0.01 -0.6180
H -1.872 3.092 0.966 0.06 0.02 -0.24 0.2084
H 0.024 -3.058 2.561 0.07 -0.11 0.37 0.3711
H 1.933 0.546 2.137 -0.09 -0.13 -0.15 0.1680
H -1.455 -1.011 -5.048 -0.06 -0.36 -0.11 0.3537
C 3.582 1.705 1.648 1.05 0.60 -0.46 1.4348
H -6.467 -1.355 -0.896 0.23 0.78 -0.19 0.3607
H 3.664 -4.594 2.130 -0.44 1.02 -0.54 0.3404
C 1.824 -2.813 0.696 -1.23 0.08 0.00 -0.9968
H 3.644 4.652 4.941 -0.37 0.24 -0.50 0.4353
H -2.908 -2.328 -1.243 -0.10 0.14 0.33 0.1528
O 0.462 5.317 -1.336 -1.18 -0.72 0.94 -0.5832
C 4.549 0.923 2.642 -0.46 -0.81 -0.83 -1.2729
C 0.157 3.927 -0.995 1.28 0.78 -1.99 0.1937
C 3.260 -5.456 1.598 0.55 0.97 -0.78 -0.8626
H 2.053 -5.352 -0.347 0.64 0.83 0.04 0.5376
O -5.801 -4.104 2.091 0.84 0.95 3.50 -0.4735
C 1.719 3.815 3.040 0.33 -0.33 -0.87 -0.7307
C 3.983 3.972 4.159 0.67 -1.16 -0.18 -1.4824
H 1.349 -3.355 -5.410 0.21 0.02 0.26 0.3858
C -1.235 3.549 -1.563 0.70 1.83 0.80 -0.5250
H 2.077 0.996 -2.847 0.39 0.16 0.43 0.2973
H -1.334 2.464 -1.607 -0.40 0.12 0.54 0.1588
H 1.606 1.842 1.051 -0.35 0.09 0.07 -0.0874
H 3.806 2.961 4.526 0.18 0.04 0.20 0.2983
H -0.805 -4.970 0.279 0.25 -0.19 0.65 0.5546
H 0.926 3.419 -1.576 -0.41 -0.91 -0.44 0.4764
H -0.113 0.031 -3.225 -0.31 -0.20 -0.27 0.2489
H -2.842 -2.030 1.315 -0.20 -0.08 -0.12 -0.0283
H -3.892 -0.615 1.535 0.06 -0.19 0.32 0.3470
H 1.423 4.400 3.911 -0.12 0.04 -0.20 0.6254
C -2.157 4.118 0.735 -0.58 0.21 -1.30 -0.8442
N -2.398 4.260 -0.807 0.59 -1.15 0.75 0.0792
C -0.636 -1.611 -5.445 0.98 0.90 -0.76 -0.8520
H 2.876 -0.567 -3.299 0.16 0.73 -0.59 0.5055
H 0.467 3.621 0.004 -0.97 0.34 0.49 -0.3242
H 0.882 0.488 -4.641 -0.28 -0.54 -0.49 0.5538
H 4.408 1.006 3.720 -0.15 0.78 -0.20 0.3057
H -5.619 -0.054 0.247 -0.25 -0.09 -0.65 0.2729
H -0.175 -1.095 -6.287 -0.16 0.47 0.08 0.4569
H 0.641 -2.624 -2.476 -0.20 -0.19 -0.20 0.2427
H -0.899 -3.233 0.224 0.78 0.45 0.48 0.3650
C -3.707 -1.594 -1.141 -2.06 -0.31 1.15 -0.5662
H 1.164 -1.958 0.842 -0.40 -0.10 -0.24 -0.1622
H 1.958 -2.976 -0.373 0.82 0.56 0.25 0.3984
C -3.680 3.498 -1.229 -0.11 1.52 0.71 -0.9799
O 5.210 3.569 1.404 -8.87 -2.64 1.86 -0.2426
H 1.188 -0.405 -1.114 -0.83 0.58 0.30 -0.4189
H 4.095 -5.744 0.960 -0.15 -0.26 -0.41 0.4461
H 3.005 6.314 3.097 -0.36 -0.62 0.69 0.4262
H -3.422 6.187 -0.765 -0.22 -0.43 -0.13 0.3826
H 5.605 0.958 2.373 -0.13 0.56 -0.03 0.4473
H 4.840 1.399 -0.213 0.02 0.31 0.29 0.5682
C 0.737 -0.246 -3.849 1.17 -0.91 0.68 -0.6136
N 3.883 3.150 1.778 9.41 3.31 0.19 0.7187
H -0.998 -2.073 -3.024 -0.05 -0.46 0.55 0.4560
C 0.621 -3.970 2.537 -0.20 -0.89 -1.39 -0.8524
H -6.239 -5.171 0.504 0.29 -0.12 -0.88 0.4655
H 4.289 6.052 2.127 0.15 -0.72 -0.67 0.4447
H -4.406 -2.236 2.229 0.06 0.32 -0.04 0.4345
O 1.836 -0.764 -1.725 0.61 -1.38 1.73 0.3808
C -6.051 -4.136 0.790 0.24 0.07 -2.68 -0.8624
H -0.299 -3.529 -3.822 0.01 -0.24 0.65 0.4737
H -1.721 6.420 -0.750 0.44 -0.80 -0.04 0.3078
H 3.169 1.952 -0.492 0.01 -0.08 -0.03 0.2563
H -1.374 4.828 1.000 -0.15 -0.12 0.00 0.3883
H -3.747 3.429 -2.315 0.15 0.22 0.12 0.3909
C -0.209 -4.071 0.127 0.74 -1.43 0.73 -1.0263
H 0.005 -4.866 2.606 -0.01 0.15 1.00 0.3815
C -0.084 -2.603 -3.290 0.05 1.28 -1.25 -1.0435
H 1.378 5.502 -1.114 0.15 0.05 -0.01 0.3225
H 2.553 5.823 1.560 0.43 -0.25 -0.49 0.2365
C 1.445 2.357 3.166 1.59 -1.44 0.23 -1.1001
C -2.497 5.784 -1.176 -0.50 -0.78 0.09 -0.7565
H -3.831 2.516 -0.781 0.93 0.01 0.13 0.3539
H 1.110 4.045 2.165 0.23 1.09 -0.12 -0.1812
H 1.481 -3.953 3.206 -0.21 -0.12 -0.04 0.2993
O 3.011 -6.377 2.582 -0.71 -1.22 0.64 -0.5023
C -3.874 -1.701 1.443 -1.31 -0.18 -1.84 -0.4916
H -1.331 3.967 -2.565 0.31 -0.15 -0.09 0.4255
H 2.375 -2.400 -4.194 0.21 -0.60 -0.41 0.3113
C 3.238 4.112 2.813 -1.19 2.34 -0.48 1.0267
H 3.546 0.265 -0.053 -0.34 0.07 0.26 0.1842
H 2.677 -2.540 1.318 0.36 -0.95 -0.29 0.5409
H -7.000 -3.631 0.608 -0.04 0.14 0.05 0.3654
N 1.076 -4.080 1.108 0.02 2.13 -2.37 0.2322
C 3.309 5.615 2.318 0.06 -0.12 0.41 -1.4248
N -4.681 -1.966 0.077 3.24 -0.31 -0.66 0.2033
C 3.805 1.310 0.117 0.38 0.09 1.12 -1.4551
C 1.994 -5.261 0.738 -1.72 -0.74 1.18 -0.4801
C -5.909 -1.074 -0.002 0.51 -2.29 1.52 -0.8713
H 1.859 2.002 4.109 -0.07 -0.32 0.09 0.4260
H -3.090 4.351 1.248 0.08 0.17 -0.11 0.4455
H -0.912 -2.552 -5.922 -0.18 -0.34 0.86 0.3628
C 2.126 1.607 1.980 -1.59 -0.98 0.34 -0.2275
H 2.025 -1.753 -5.821 0.06 -0.11 0.02 0.3886
H -6.461 -1.507 0.832 -0.57 0.67 0.11 0.4685
H -4.070 -4.020 -0.412 0.30 0.17 0.91 0.4502
H 4.261 -0.112 2.459 -0.09 -0.19 -0.19 0.2743
H 1.316 -6.089 0.941 0.36 -0.51 0.41 0.5571
C 1.657 -2.387 -5.014 -0.23 1.21 0.47 -0.8131
H -5.532 -3.540 -1.092 0.10 0.46 -0.40 0.3762
N 0.452 -1.711 -4.405 -0.34 0.53 0.24 -0.0342
H -4.486 4.107 -0.820 -0.18 0.03 -0.39 0.4282
H -3.330 -0.579 -1.018 -0.01 -0.20 0.10 0.0826
H 0.396 2.059 3.151 -0.02 0.34 0.00 0.4895
H 5.059 4.111 4.046 -0.05 0.04 -0.13 0.3877
H -4.931 -4.448 2.304 -0.08 -0.43 0.11 0.3426
H -4.419 -1.691 -1.960 0.46 0.22 -0.36 0.4858
H 0.080 -4.194 -0.917 0.64 0.41 0.22 0.2974
H 3.856 -6.725 2.877 0.02 -0.30 0.30 0.3355
```
Forces are in eV/Å.

As for the total charge: +4. As for the energy above the lowest of the compared OMol25 structures with the same formula, charge and spin: 103.0 kcal per mole. The value obtained for the electronic energy is -4371.70398 Eh. As for the multiplicity: 1. As for the LUMO energy: -12.30 eV. The calculation puts the max |F| at 10.0 eV/A.